The following is a quantum chemistry calculation of 3 unconnected molecules or ions with the total composition C32H59ClN4O3, from the Open Molecules 2025 dataset.

Geometry (Å):
C -1.394 0.440 2.564
O -0.046 0.763 2.300
C 0.133 1.474 1.090
C -0.200 2.971 1.277
C -0.982 3.573 0.130
C -0.482 4.666 -0.582
C -1.201 5.206 -1.641
C -2.421 4.665 -2.001
C -2.949 3.579 -1.300
C -4.292 2.994 -1.668
C -2.215 3.050 -0.243
C 1.558 1.175 0.528
C 2.010 -0.241 0.917
C 3.291 -0.664 0.197
C 3.170 -0.841 -1.311
Cl 1.818 -1.910 -1.794
N 2.602 2.126 0.881
N 2.734 3.267 0.037
H -1.418 -0.211 3.438
H -1.997 1.332 2.776
H -1.841 -0.099 1.717
H -0.580 1.085 0.345
H -0.777 3.064 2.203
H 0.701 3.571 1.413
H 0.476 5.098 -0.308
H -0.803 6.055 -2.187
H -2.980 5.082 -2.834
H -4.581 3.295 -2.678
H -5.065 3.328 -0.971
H -4.263 1.903 -1.637
H -2.617 2.203 0.312
H 1.451 1.181 -0.564
H 1.208 -0.949 0.691
H 2.181 -0.274 1.996
H 3.659 -1.594 0.639
H 4.047 0.111 0.358
H 3.028 0.113 -1.820
H 4.074 -1.300 -1.714
H 2.479 2.464 1.826
H 1.928 3.364 -0.574
H 3.548 3.131 -0.550
C -6.630 -1.290 6.556
C -5.246 -1.741 6.047
C -4.630 -2.791 6.980
C -4.093 -2.225 8.293
C -3.144 -1.056 8.037
C -3.776 0.047 7.186
N -4.300 -0.582 5.928
O -3.392 -0.753 5.041
C -4.873 0.780 7.966
C -2.727 1.081 6.795
C -5.425 -2.340 4.657
H -6.810 -0.239 6.332
H -7.410 -1.865 6.058
H -6.757 -1.439 7.627
H -3.813 -3.292 6.451
H -5.390 -3.551 7.178
H -4.914 -1.918 8.947
H -3.559 -3.013 8.828
H -2.809 -0.616 8.979
H -2.253 -1.426 7.522
H -5.381 1.504 7.327
H -4.408 1.325 8.788
H -5.621 0.124 8.399
H -1.870 0.625 6.306
H -2.383 1.589 7.696
H -3.151 1.826 6.119
H -5.794 -1.591 3.954
H -6.157 -3.146 4.721
H -4.497 -2.747 4.266
C 4.087 -2.147 -4.828
C 3.473 -1.409 -6.035
C 2.746 -2.387 -6.967
C 3.677 -3.247 -7.820
C 4.689 -2.383 -8.569
C 5.491 -1.467 -7.641
N 4.518 -0.674 -6.823
O 4.065 0.355 -7.439
C 6.452 -2.281 -6.768
C 6.331 -0.491 -8.455
C 2.483 -0.383 -5.499
H 5.020 -1.679 -4.515
H 3.395 -2.105 -3.989
H 4.285 -3.200 -5.027
H 2.089 -1.815 -7.629
H 2.103 -3.020 -6.351
H 4.189 -3.991 -7.203
H 3.080 -3.810 -8.539
H 5.390 -3.006 -9.130
H 4.159 -1.762 -9.297
H 6.955 -1.636 -6.046
H 7.213 -2.725 -7.411
H 5.977 -3.093 -6.227
H 5.728 0.070 -9.162
H 7.084 -1.055 -9.008
H 6.841 0.218 -7.802
H 2.991 0.368 -4.892
H 1.756 -0.900 -4.871
H 1.953 0.128 -6.299

Its expectation value of S² is 2.0083. As for the frontier orbital gap (alpha / beta): 8.68 / 9.14 eV. As for the largest force on an atom: 0.0150 Eh/bohr. The spin multiplicity is 3.

***

The following is a quantum chemistry calculation of 7 unconnected molecules or ions with the total composition C32H59ClN9O11P in a non-equilibrium geometry, from the Open Molecules 2025 dataset.

Geometry (Å):
C 5.576 2.448 -0.036
N 5.596 3.452 -1.116
C 6.907 3.512 -1.808
C 5.302 4.740 -0.595
O 5.552 5.093 0.525
C 4.583 5.669 -1.563
C 3.349 4.983 -2.099
C 3.399 3.989 -3.086
C 2.264 3.354 -3.563
P 2.343 2.024 -4.824
O 3.935 2.131 -5.200
O 2.258 0.692 -3.838
C 1.001 3.726 -3.083
Cl -0.453 2.952 -3.620
C 0.936 4.705 -2.115
C 2.090 5.306 -1.620
C 1.629 6.271 -0.540
O 2.110 7.291 -0.186
N 0.364 5.722 -0.108
C 0.466 4.623 0.852
C -0.841 3.820 0.959
N -0.726 2.407 0.584
C -0.220 5.341 -1.374
O -1.324 5.569 -1.729
H 6.529 2.404 0.487
H 4.777 2.681 0.657
H 5.352 1.482 -0.482
H 6.831 3.056 -2.793
H 7.696 3.070 -1.208
H 7.174 4.556 -1.971
H 5.229 5.873 -2.417
H 4.336 6.608 -1.091
H 4.361 3.702 -3.484
H 4.100 1.438 -5.851
H 1.638 0.908 -3.127
H 0.703 5.034 1.827
H 1.278 3.930 0.597
H -1.656 4.253 0.388
H -1.161 3.842 1.999
H 0.217 2.064 0.689
H -1.070 2.244 -0.352
C -0.834 -2.041 1.344
O 0.003 -1.284 1.808
N -2.120 -1.729 1.130
C -3.061 -2.674 0.563
C -2.584 -0.396 1.478
H -0.586 -3.075 1.048
H -3.467 -2.275 -0.370
H -3.876 -2.844 1.269
H -2.565 -3.622 0.359
H -2.014 0.346 0.924
H -2.429 -0.220 2.543
H -3.641 -0.301 1.242
C 7.671 7.804 -2.362
O 7.403 7.065 -1.433
N 7.250 9.077 -2.464
C 7.598 9.918 -3.593
C 6.418 9.620 -1.401
H 8.295 7.481 -3.214
H 8.148 10.796 -3.250
H 6.693 10.246 -4.108
H 8.220 9.364 -4.293
H 6.952 9.577 -0.451
H 5.505 9.033 -1.302
H 6.163 10.651 -1.629
C -2.941 0.067 -3.256
O -3.251 -0.491 -2.220
N -3.533 -0.143 -4.447
C -3.116 0.552 -5.649
C -4.623 -1.101 -4.520
H -2.127 0.810 -3.303
H -3.947 1.132 -6.054
H -2.785 -0.166 -6.402
H -2.293 1.227 -5.424
H -5.433 -0.796 -3.857
H -4.278 -2.085 -4.202
H -4.991 -1.157 -5.541
C -4.712 -4.572 3.572
O -4.220 -3.464 3.706
N -4.020 -5.720 3.551
C -4.665 -7.008 3.387
C -2.571 -5.669 3.695
H -5.800 -4.719 3.451
H -4.459 -7.637 4.257
H -4.280 -7.494 2.491
H -5.743 -6.878 3.291
H -2.308 -5.204 4.641
H -2.141 -5.072 2.890
H -2.160 -6.673 3.663
C -4.261 -8.781 -0.255
O -3.714 -7.919 0.409
N -5.365 -8.583 -0.997
C -5.977 -9.644 -1.771
C -5.958 -7.255 -1.016
H -3.883 -9.816 -0.302
H -5.990 -9.378 -2.829
H -7.003 -9.810 -1.436
H -5.414 -10.567 -1.648
H -5.237 -6.529 -1.392
H -6.244 -6.958 -0.007
H -6.837 -7.258 -1.656
C -0.802 -6.970 6.956
O -0.412 -6.619 5.860
N -1.283 -6.140 7.902
C -1.732 -6.623 9.192
C -1.348 -4.714 7.617
H -0.791 -8.028 7.274
H -2.785 -6.372 9.341
H -1.144 -6.165 9.990
H -1.618 -7.703 9.247
H -1.982 -4.531 6.751
H -0.351 -4.332 7.394
H -1.753 -4.189 8.478

As for the frontier orbital gap: 7.91 eV. As for the largest force on an atom: 0.0336 Eh/bohr.